P | 19
Properties=species:S:1:pos:R:3 method="wB97M-V/def2-TZVPD" multiplicity=1 charge=0 e_homo_ev=-7.492
C 1.62 1.27 -0.69
N 0.27 0.89 -0.30
C 0.08 0.17 1.19
C -1.33 0.50 1.66
N 0.32 -1.13 0.70
C -0.01 -1.08 -0.60
N -1.31 -1.09 -1.14
O 0.82 -1.81 -1.41
H 1.92 0.78 -1.62
H 1.68 2.35 -0.83
H 2.35 0.97 0.06
H -0.48 1.18 -0.92
H 0.82 0.51 1.92
H -2.09 0.31 0.90
H -1.56 -0.14 2.52
H -1.39 1.54 1.99
H -1.30 -1.54 -2.06
H -1.94 -1.59 -0.53
H 1.54 -2.11 -0.84

=====

Q | 19
Properties=species:S:1:pos:R:3 method="wB97M-V/def2-TZVPD" multiplicity=1 charge=0 smiles="[H]/N=C(/CN)N(O)CC" e_homo_ev=-9.028
H 1.11 -0.93 2.96
N 1.12 -0.09 2.36
C 0.81 -0.15 1.13
C 0.72 1.22 0.34
N 1.69 1.40 -0.93
N 0.40 -1.16 0.21
O -0.06 -2.27 0.87
C -0.52 -0.80 -0.86
C -2.16 0.08 -0.82
H -0.41 1.08 0.08
H 0.78 2.33 0.99
H 1.78 2.48 -0.85
H 2.47 1.14 -0.53
H 0.67 -2.94 0.50
H 0.07 -0.49 -1.93
H -1.18 -1.93 -1.14
H -2.44 0.42 -1.89
H -3.04 -0.48 -0.10
H -1.82 1.06 -0.40

=====

R | 19
Properties=species:S:1:pos:R:3 method="wB97M-V/def2-TZVPD" multiplicity=1 charge=0 e_homo_ev=-8.625
C 1.00 1.67 -1.49
C 0.17 1.23 -0.33
C -1.34 1.60 -0.27
N 0.26 -0.18 -0.28
N 0.02 -0.91 0.64
O -0.58 -0.56 1.84
H 2.10 1.61 -1.34
H 0.58 1.22 -2.44
H 0.86 2.77 -1.55
H 0.80 1.59 0.54
H -1.68 1.55 -1.27
H -1.66 2.50 0.27
H -1.74 0.80 0.40
H -0.60 -1.41 2.32
C 0.62 -3.43 0.66
N 0.04 -3.45 1.77
H 1.52 -3.80 0.33
H 0.02 -3.02 -0.24
H 0.60 -3.75 2.55

=====

S | 19
Properties=species:S:1:pos:R:3 method="wB97M-V/def2-TZVPD" multiplicity=1 charge=0 e_homo_ev=-7.324
C 1.64 -0.49 1.68
N 1.07 0.50 0.74
H 1.57 1.39 0.76
H -0.06 0.65 0.71
H 1.69 -0.05 2.67
H 2.64 -0.80 1.36
H 0.99 -1.36 1.71
C 0.90 0.16 -0.78
C -1.31 0.47 -0.33
N 0.96 -1.21 -1.02
N -1.70 1.51 -1.14
C -2.16 -0.43 0.20
O 1.25 1.02 -1.55
H 0.20 -1.73 -0.59
H 0.97 -1.37 -2.02
H -0.98 1.89 -1.74
H -2.62 1.49 -1.57
H -1.80 -1.20 0.89
H -3.24 -0.44 0.03

=====

Most stable: P